Record 1
Below is a cluster of 6 separate species, C4H22N2O6 in total in a non-equilibrium geometry, with properties calculated with ωB97M-V/def2-TZVPD.

```
34
Properties=species:S:1:pos:R:3:mulliken_charge:R:1
N 1.487 -0.669 -1.889 -0.6038
C 1.682 -0.207 -0.480 -0.6861
N 0.548 -0.592 0.268 0.3344
C 0.776 -0.142 1.720 -0.4723
C -0.558 0.029 2.395 -0.8051
C -1.410 1.282 2.083 -0.5089
O -1.693 1.649 0.781 -0.4692
H 1.165 -1.620 -1.987 0.2981
H 0.766 -0.095 -2.379 0.1635
H 2.612 -0.877 -0.046 0.3616
H 2.054 0.909 -0.622 0.2609
H -0.314 -0.005 -0.198 0.0895
H 1.455 -0.952 2.243 0.2795
H 1.391 0.843 1.640 0.2321
H -1.224 -0.847 2.549 0.3516
H -0.571 0.042 3.511 0.4156
H -2.366 1.298 2.684 0.4196
H -0.893 2.213 2.322 0.2655
H -2.599 1.882 0.713 0.2716
O -0.362 2.084 -2.701 -0.6623
H -0.602 1.978 -1.866 0.3197
H 0.554 2.359 -2.807 0.3295
O -1.292 -3.262 0.398 -0.6326
H -1.250 -4.121 0.075 0.2923
H -0.960 -2.616 -0.360 0.2998
O 0.831 2.985 -0.094 -0.5940
H -0.033 2.664 0.059 0.2181
H 1.014 3.438 0.773 0.3074
O 1.982 -3.372 -0.380 -0.6759
H 2.485 -3.051 -1.134 0.3403
H 1.198 -2.667 -0.248 0.2654
O -1.776 -0.485 -2.199 -0.6127
H -1.417 0.231 -2.867 0.3280
H -2.683 -0.305 -1.961 0.2790
```

The value obtained for the energy above the lowest of the compared OMol25 structures with the same formula, charge and spin is 87.4 kcal per mole. Its total energy is -726.43014 a.u. As for the multiplicity: 1. Its charge is 0.

Record 2
Below is an isolated molecule of C7H12, with properties calculated with ωB97M-V/def2-TZVPD.

```
19
Properties=species:S:1:pos:R:3:mulliken_charge:R:1
C 3.963 -0.436 1.128 -1.3171
C 2.723 -0.303 0.362 0.9610
C 1.696 -0.243 -0.266 -0.2406
C 0.417 -0.217 -0.984 -0.9609
C -0.730 0.397 -0.159 -0.5883
C -2.101 -0.072 -0.636 -0.3455
C -3.249 0.533 0.168 -1.2564
H 3.992 0.311 1.929 0.2938
H 4.841 -0.290 0.489 0.2994
H 4.023 -1.432 1.581 0.2828
H 0.158 -1.250 -1.249 0.3042
H 0.539 0.320 -1.934 0.3134
H -0.612 0.123 0.897 0.3557
H -0.667 1.493 -0.200 0.3135
H -2.139 -1.168 -0.560 0.3079
H -2.219 0.169 -1.701 0.2894
H -3.148 0.297 1.234 0.3219
H -3.271 1.625 0.074 0.3188
H -4.214 0.143 -0.173 0.3471
```

The value obtained for the energy above the lowest of the compared OMol25 structures with the same formula, charge and spin is 29.9 kcal per mole. Its total energy is -273.86083 a.u. As for the multiplicity: 1. Its charge is 0.

Record 3
Below is an isolated molecule of C21H19NO3 in a non-equilibrium geometry, with properties calculated with ωB97M-V/def2-TZVPD.

```
44
Properties=species:S:1:pos:R:3:mulliken_charge:R:1
C 5.098 4.144 1.153 -1.3516
C 3.831 4.964 1.089 0.9240
O 3.796 6.101 1.502 -0.5959
C 2.628 4.317 0.501 0.0697
C 1.453 5.067 0.435 -0.7403
C 0.305 4.516 -0.099 -0.6295
C 0.300 3.216 -0.575 -0.4964
C 1.467 2.457 -0.517 0.2914
N 1.533 1.136 -0.974 -0.0463
C 0.560 0.384 -1.573 0.5476
O -0.558 0.769 -1.808 -0.6237
C 1.062 -1.015 -1.937 -0.9080
C -0.083 -1.952 -2.117 0.8402
C -0.536 -2.520 -3.261 -0.8937
O -1.617 -3.310 -3.058 -0.4509
C -1.891 -3.249 -1.734 -0.5179
C -2.922 -3.892 -1.058 -1.4985
C -2.995 -3.657 0.296 0.7548
C -2.081 -2.819 0.958 0.3366
C -1.059 -2.190 0.292 -0.7317
C -0.965 -2.411 -1.083 1.3637
C -2.406 -2.760 2.423 -0.9053
C -3.849 -3.283 2.488 -0.6658
C -3.987 -4.214 1.275 -0.8781
C 2.625 3.011 0.022 -0.2740
H 5.399 3.839 0.153 0.3687
H 5.887 4.743 1.598 0.3482
H 4.939 3.255 1.760 0.3672
H 1.469 6.078 0.811 0.4645
H -0.602 5.099 -0.147 0.3862
H -0.594 2.785 -0.992 0.5432
H 2.439 0.702 -0.859 0.1891
H 1.725 -1.385 -1.150 0.4299
H 1.628 -0.940 -2.868 0.4018
H -0.181 -2.447 -4.271 0.4603
H -3.622 -4.528 -1.575 0.4587
H -0.364 -1.539 0.802 0.4896
H -2.307 -1.755 2.834 0.3493
H -1.730 -3.418 2.977 0.2624
H -4.066 -3.788 3.428 0.3194
H -4.541 -2.446 2.382 0.2978
H -5.002 -4.236 0.877 0.3461
H -3.707 -5.238 1.538 0.2781
H 3.521 2.408 0.061 0.3192
```

The value obtained for the energy above the lowest of the compared OMol25 structures with the same formula, charge and spin is 12.9 kcal per mole. Its total energy is -1092.14624 a.u. As for the multiplicity: 1. Its charge is 0.

It is found that the E_LUMO values, taken in the order of the records, are 0.114, 1.095, 0.247 eV.
It is found that the HOMO energy values, taken in the order of the records, are -9.035, -9.318, -8.177 eV.